# 1
Below is a molecular structure, C5H7NO at a distorted geometry, with properties calculated with the ωB97M-V functional and the def2-TZVPD basis.

## Properties
- HOMO energy (eV) = -10.0
- multiplicity = 1
- gap between HOMO and LUMO (eV) = 10.16
- net charge = 0
- LUMO level (eV) = 0.20
- relative energy (zero: lowest compared OMol25 entry of this formula, charge and spin) (kcal per mole) = 83.7
- strongest force on any atom (eV Å⁻¹) = 2.25

Each line ends with the natural charge from an NBO analysis.
Atoms and positions in Å:
O (1.1841, 1.1741, 1.2782)  -0.549
C (0.0309, 0.7774, 1.2197)  0.390
C (-0.6145, 1.1303, -0.1012)  -0.521
C (-0.5509, -0.1107, -1.0044)  -0.075
C (0.8359, -0.7703, -0.7866)  -0.475
C (0.0847, -1.2886, 0.4147)  0.045
N (-1.1171, -1.0696, -0.0172)  -0.344
H (0.2166, 1.8345, -0.2627)  0.249
H (-0.5167, 0.4362, 2.1091)  0.158
H (-1.6150, 1.5691, 0.0156)  0.233
H (-1.0189, -0.0223, -1.9972)  0.211
H (1.7294, -0.1426, -0.7412)  0.234
H (0.9959, -1.6499, -1.4146)  0.234
H (0.3556, -1.8675, 1.2880)  0.208

# 2
Below is 3 unconnected molecules or ions with the total composition CH2ClNO2S at a distorted geometry, with properties calculated with the ωB97M-V functional and the def2-TZVPD basis.

## Properties
- HOMO energy (eV) = -11.2
- multiplicity = 1
- gap between HOMO and LUMO (eV) = 10.51
- net charge = 0
- LUMO level (eV) = -0.71
- relative energy (zero: lowest compared OMol25 entry of this formula, charge and spin) (kcal per mole) = 35.6
- strongest force on any atom (eV Å⁻¹) = 2.36

Each line ends with the natural charge from an NBO analysis.
Atoms and positions in Å:
C (0.5369, -1.6672, 0.2402)  0.142
N (-0.1325, -1.1514, -0.5488)  -0.359
O (-2.9264, -1.9915, -0.5362)  -0.849
O (-2.7252, -0.0887, 0.8761)  -0.891
S (-2.5960, -0.6159, -0.4634)  1.731
Cl (-2.6036, 2.6383, -0.3975)  -0.315
H (1.2639, -2.3931, 0.5113)  0.242
H (-3.1060, 1.7861, 0.4694)  0.299

# 3
Below is 2 unconnected molecules or ions with the total composition C4H10NOS2 at a distorted geometry, with properties calculated with the ωB97M-V functional and the def2-TZVPD basis.

## Properties
- HOMO energy (eV) = -2.5
- multiplicity = 1
- gap between HOMO and LUMO (eV) = 5.71
- net charge = -1
- LUMO level (eV) = 3.21
- relative energy (zero: lowest compared OMol25 entry of this formula, charge and spin) (kcal per mole) = 24.1
- strongest force on any atom (eV Å⁻¹) = 1.98

Each line ends with the natural charge from an NBO analysis.
Atoms and positions in Å:
N (2.4751, 0.7550, -0.5121)  -0.867
C (1.1807, 0.4553, -1.0881)  -0.258
C (0.3716, 2.4002, -0.9707)  0.138
O (0.3748, 2.6919, 0.2430)  -0.778
C (0.1668, -0.0853, -0.2456)  -0.410
S (0.3822, -2.0587, 0.2171)  -0.152
S (-0.6565, -2.1951, 1.9958)  0.014
C (-2.3984, -2.3047, 1.4598)  -0.759
H (2.6301, 0.1864, 0.3110)  0.340
H (2.4876, 1.7196, -0.1898)  0.355
H (1.1668, 0.2844, -2.1624)  0.160
H (-0.5564, 2.0768, -1.4824)  0.073
H (1.0753, 2.8768, -1.6840)  0.085
H (0.3166, 0.2476, 0.7647)  0.217
H (-0.8717, -0.0631, -0.5674)  0.196
H (-2.4295, -2.2272, 0.3697)  0.230
H (-2.9072, -1.4645, 1.8961)  0.213
H (-2.8080, -3.2954, 1.6454)  0.203

# 4
Below is 2 unconnected molecules or ions with the total composition CHBrCl2O at a distorted geometry, with properties calculated with the ωB97M-V functional and the def2-TZVPD basis.

## Properties
- HOMO energy (eV) = -11.0
- multiplicity = 1
- gap between HOMO and LUMO (eV) = 11.23
- net charge = 0
- LUMO level (eV) = 0.25
- relative energy (zero: lowest compared OMol25 entry of this formula, charge and spin) (kcal per mole) = 5.5
- structure (SMILES) = O=C(Cl)Cl.Br
- strongest force on any atom (eV Å⁻¹) = 4.37

Each line ends with the natural charge from an NBO analysis.
Atoms and positions in Å:
O (3.5403, -0.5455, 0.9280)  -0.478
C (4.4142, -0.1508, 0.1815)  0.365
Cl (5.2608, -1.1375, -0.8467)  0.086
Cl (5.0246, 1.4538, 0.2859)  0.027
Br (0.2105, 0.8259, -0.6512)  -0.190
H (-0.4430, 1.6774, 0.1903)  0.190